# 1
The following is a quantum chemistry calculation of the ion C4H11N6O with charge +1 in a non-equilibrium geometry, from the OMol25 dataset.

Calculated values
LUMO energy: -3.77 eV

Geometry as ORCA input:
```
! RIJCOSX wB97M-V def2-TZVPD def2/J DEFGRID3
* xyz 1 1
H -1.0271 -1.1900 1.8552
H 1.4431 -2.0367 0.3434
C -0.0221 -0.7532 -0.0325
H -1.4212 0.3315 1.4272
N -1.4920 0.4689 -2.2479
H -1.1454 2.8319 -2.3595
H -0.3313 3.1140 -0.8291
N 2.9204 -0.9595 2.1299
N -0.0546 0.7007 -0.3575
C -0.8156 1.1891 -1.3107
H 2.9728 -1.9283 2.0468
N 1.2671 -1.0868 0.4933
H -2.0205 -0.8953 0.5080
N -0.8813 2.5067 -1.4429
H 3.5010 -0.4046 2.6090
H -2.0204 -1.1757 -3.1699
H -2.2497 -1.2367 -1.3267
O 1.8369 0.9376 1.4161
N -1.1870 -0.6295 1.0355
C 2.0686 -0.3004 1.2858
H 0.6715 1.2272 0.1905
C -2.0133 -0.7110 -2.2642
*
```

# 2
The following is a quantum chemistry calculation of a cluster of 2 separate species, C4H11NO in total in a non-equilibrium geometry, from the OMol25 dataset.

Calculated values
LUMO energy (spin up / spin down): 3.16 / 3.25 eV

Geometry as ORCA input:
```
! RIJCOSX wB97M-V def2-TZVPD def2/J DEFGRID3
* xyz -1 2
H -1.0405 0.4909 0.6173
C 2.2925 -0.0102 0.5516
H 3.7403 -0.4147 -0.8694
C 0.0308 0.8564 0.4828
H -0.2755 1.7472 -0.1480
H -6.4278 -0.7927 0.4693
H -7.1445 -0.2142 1.7375
N 3.5580 -0.5861 0.0891
O -6.2673 -0.6601 1.3950
H 0.1810 1.0515 1.5792
H 0.2710 -0.6053 -1.8696
H 2.2921 0.1818 1.5941
C 1.1633 -0.0416 -1.5748
H 1.0166 0.7903 -2.2830
C 1.1489 0.2787 -0.1454
H 2.0866 -0.5208 -2.0458
H 3.3746 -1.5510 0.4202
*
```

Repeat the first record exactly.
The following is a quantum chemistry calculation of the ion C4H11N6O with charge +1 in a non-equilibrium geometry, from the OMol25 dataset.

Calculated values
LUMO energy: -3.77 eV

Geometry as ORCA input:
```
! RIJCOSX wB97M-V def2-TZVPD def2/J DEFGRID3
* xyz 1 1
H -1.0271 -1.1900 1.8552
H 1.4431 -2.0367 0.3434
C -0.0221 -0.7532 -0.0325
H -1.4212 0.3315 1.4272
N -1.4920 0.4689 -2.2479
H -1.1454 2.8319 -2.3595
H -0.3313 3.1140 -0.8291
N 2.9204 -0.9595 2.1299
N -0.0546 0.7007 -0.3575
C -0.8156 1.1891 -1.3107
H 2.9728 -1.9283 2.0468
N 1.2671 -1.0868 0.4933
H -2.0205 -0.8953 0.5080
N -0.8813 2.5067 -1.4429
H 3.5010 -0.4046 2.6090
H -2.0204 -1.1757 -3.1699
H -2.2497 -1.2367 -1.3267
O 1.8369 0.9376 1.4161
N -1.1870 -0.6295 1.0355
C 2.0686 -0.3004 1.2858
H 0.6715 1.2272 0.1905
C -2.0133 -0.7110 -2.2642
*
```

What did the first record say?
The following is a quantum chemistry calculation of the ion C4H11N6O with charge +1 in a non-equilibrium geometry, from the OMol25 dataset.

Calculated values
LUMO energy: -3.77 eV

Geometry as ORCA input:
```
! RIJCOSX wB97M-V def2-TZVPD def2/J DEFGRID3
* xyz 1 1
H -1.0271 -1.1900 1.8552
H 1.4431 -2.0367 0.3434
C -0.0221 -0.7532 -0.0325
H -1.4212 0.3315 1.4272
N -1.4920 0.4689 -2.2479
H -1.1454 2.8319 -2.3595
H -0.3313 3.1140 -0.8291
N 2.9204 -0.9595 2.1299
N -0.0546 0.7007 -0.3575
C -0.8156 1.1891 -1.3107
H 2.9728 -1.9283 2.0468
N 1.2671 -1.0868 0.4933
H -2.0205 -0.8953 0.5080
N -0.8813 2.5067 -1.4429
H 3.5010 -0.4046 2.6090
H -2.0204 -1.1757 -3.1699
H -2.2497 -1.2367 -1.3267
O 1.8369 0.9376 1.4161
N -1.1870 -0.6295 1.0355
C 2.0686 -0.3004 1.2858
H 0.6715 1.2272 0.1905
C -2.0133 -0.7110 -2.2642
*
```